Computed, not measured: an isolated molecule of C3H3NO3, with wB97M-V/def2-TZVPD.

Last columns: bonded neighbours and bond lengths (Å).
Geometry (Å):
1 H -0.397 1.678 -1.655  N2 1.013
2 N -0.973 1.371 -0.880  H1 1.013, C3 1.260
3 C -0.428 0.391 -0.306  N2 1.260, C4 1.496, O6 1.386
4 C -1.370 -0.363 0.579  C3 1.496, O5 1.204, H9 1.109
5 O -1.268 -1.547 0.768  C4 1.204
6 O 0.773 -0.160 -0.725  C3 1.386, C7 1.364
7 C 1.714 -0.465 0.215  O6 1.364, O8 1.196, H10 1.099
8 O 1.662 -0.128 1.361  C7 1.196
9 H -2.241 0.246 0.900  C4 1.109
10 H 2.528 -1.034 -0.256  C7 1.099

- SMILES: [H]/N=C(/C=O)OC=O
- E_LUMO: -0.0070 hartree
- Energy: -10791.058 eV
- Frontier orbital gap: 10.5 eV
- Energy relative to the best compared isomer or geometry (same formula, charge and spin): 158.44 kJ/mol